{"formula": "C3H8N2O", "method": "ωB97M-V/def2-TZVPD", "species": ["O", "N", "N", "C", "C", "C", "H", "H", "H", "H", "H", "H", "H", "H"], "xyz": [[-2.650012, -0.195193, 0.855611], [-0.883602, 0.570087, 2.125249], [-0.554845, -0.259742, -0.040075], [0.821635, 0.152186, -0.353694], [-1.495355, 0.074188, 1.024545], [1.162598, -0.460539, -1.736083], [-1.062457, -0.371925, -0.930930], [0.508291, 0.082008, -2.427971], [1.013120, -1.528907, -1.652511], [-1.389587, 0.507494, 2.987123], [0.119215, 0.575256, 2.125099], [2.119825, -0.134040, -2.133715], [1.500742, -0.257859, 0.394131], [0.790438, 1.246988, -0.236781]], "forces_ev_per_a": [[0.1, 0.2, -0.5], [-0.1, -0.4, -1.2], [-0.1, 1.2, -1.7], [-0.1, -1.2, 0.2], [0.7, -0.5, 1.6], [-0.7, 2.1, 0.4], [-0.3, -0.6, 0.4], [-0.4, -0.8, -0.3], [0.2, -0.1, -0.5], [-0.1, 0.2, 0.4], [0.1, 0.1, 0.5], [0.4, -0.5, 0.6], [0.0, 0.2, 0.4], [0.3, 0.1, -0.3]], "lowdin_spin": [0.156, -0.015, 0.663, 0.091, 0.028, 0.001, 0.011, 0.000, 0.000, -0.001, 0.000, -0.001, 0.022, 0.044], "multiplicity": 2, "lumo_ev": [-3.319, -8.923], "s_squared": 0.762, "orbital_gap_ev": [12.87, 6.90], "relative_energy_kcal_mol": 6.5, "charge": 1}



{"formula": "C37H76BBr3N2O15P3", "method": "ωB97M-V/def2-TZVPD", "species": ["Br", "Br", "Br", "P", "P", "P", "O", "O", "O", "O", "O", "O", "O", "O", "O", "O", "O", "O", "O", "O", "O", "N", "N", "C", "C", "C", "C", "C", "C", "C", "C", "C", "C", "C", "C", "C", "C", "C", "C", "C", "C", "C", "C", "C", "C", "C", "C", "C", "C", "C", "C", "C", "C", "C", "C", "C", "C", "C", "C", "C", "B", "H", "H", "H", "H", "H", "H", "H", "H", "H", "H", "H", "H", "H", "H", "H", "H", "H", "H", "H", "H", "H", "H", "H", "H", "H", "H", "H", "H", "H", "H", "H", "H", "H", "H", "H", "H", "H", "H", "H", "H", "H", "H", "H", "H", "H", "H", "H", "H", "H", "H", "H", "H", "H", "H", "H", "H", "H", "H", "H", "H", "H", "H", "H", "H", "H", "H", "H", "H", "H", "H", "H", "H", "H", "H", "H", "H"], "xyz": [[-1.085373, 0.191360, -4.341135], [2.462134, -1.759031, -1.220851], [-1.983032, -1.363960, -1.696735], [0.144136, -3.922359, -0.479931], [0.488946, 6.521494, 4.647166], [-3.282994, -3.754558, -8.206281], [2.144224, 0.962983, 3.388850], [-0.493009, 5.413111, 4.408784], [0.541188, 6.465712, 6.274004], [-4.673478, -2.847742, 4.633646], [1.852932, 5.651446, 4.263833], [-3.660441, -2.288613, -7.688987], [-3.372358, -4.588727, -6.835593], [1.456324, 7.854071, 4.753102], [-3.506091, -1.065258, 3.943788], [-0.041566, -3.823154, -2.089946], [-2.292196, -4.339233, -9.116828], [-4.739566, -4.074575, -8.790384], [0.534717, -0.417913, 4.371751], [5.936109, -0.664181, -1.345081], [7.596930, -1.888780, -0.460245], [0.194185, -2.133952, 0.169607], [-1.396480, -4.378737, 0.110366], [-0.501176, 5.873351, 7.053066], [2.947630, -2.386735, 4.328427], [0.744724, -0.975532, -0.645178], [-1.777160, -3.478140, -5.356263], [0.851122, 0.151077, 0.474475], [-4.916687, -4.739284, -10.046703], [-2.196725, -4.762543, -6.050763], [-5.044393, -6.236051, -9.863443], [-2.456713, -3.287290, 3.924272], [1.491850, -4.221322, 2.702859], [1.023385, 9.140013, 4.265525], [5.786487, 0.290872, -0.270825], [-0.428042, 1.031073, 0.260132], [-3.227580, 1.602330, 1.587453], [2.100754, 5.318256, 2.910117], [1.508878, 0.482203, -3.267550], [0.636824, -0.586268, 1.851042], [-0.272637, 9.586217, 4.910059], [1.983766, -2.964444, 1.937918], [0.152727, -0.083095, -2.953310], [-2.934641, -1.139196, -8.178074], [-0.203857, 4.418581, 7.353128], [-0.178085, -0.737122, -1.838879], [-1.880313, 1.762913, 2.300538], [3.103486, -2.321535, 2.786221], [4.460490, 1.028313, -0.444731], [2.554422, 6.533573, 2.116359], [-0.718526, 2.093591, 1.346198], [2.018605, 1.137857, 0.345817], [0.741167, -2.112600, 1.605417], [3.455363, 0.643944, 0.655865], [-4.146746, 0.746519, 2.467715], [-3.653283, -2.408355, 4.192848], [-2.990366, -1.020216, -9.687541], [6.509766, -1.838527, -0.959218], [5.706088, -3.079417, -1.230786], [-3.676760, -0.708590, 2.557761], [1.162731, 0.019982, 3.230194], [-0.790861, -1.915636, 0.355871], [0.009713, 3.865529, 6.438124], [-0.357447, -4.659304, -2.458731], [-0.084954, -2.549718, 2.171257], [-2.777328, -4.322952, 3.868496], [-1.701915, -3.191783, 4.704256], [-0.525089, 10.601139, 4.604538], [3.344679, 7.060469, 2.648517], [6.616692, 0.993683, -0.329717], [4.619485, 2.104917, -0.376377], [2.367208, -4.772731, 3.042565], [-1.104004, 8.933758, 4.616895], [0.128576, 2.376106, 1.972501], [4.013864, -2.880180, 2.564113], [-0.997742, -3.673566, -4.617217], [-2.684072, -0.798442, 2.086777], [1.425461, 1.160342, -4.112767], [2.462704, -3.401498, 1.065957], [-2.029007, -3.024766, 2.951809], [1.727785, 7.234290, 1.965839], [1.958634, 1.039514, -2.454034], [-2.020081, -4.635789, -0.651196], [-0.446758, -0.461080, 1.972069], [-1.049052, 3.948664, 7.857669], [-5.176291, 0.747376, 2.110682], [3.393235, -1.484343, 4.748364], [-4.160138, 1.132271, 3.487184], [-0.309916, -0.836796, 4.173598], [-5.958022, -6.476440, -9.318483], [5.319764, -3.091661, -2.250011], [-0.194250, 9.550484, 5.996029], [1.746643, 1.734547, 3.814279], [0.959510, -4.896639, 2.030713], [-1.654622, 0.943910, 2.988286], [0.850970, -3.957723, 3.541392], [-2.438082, -5.526650, -5.311167], [-4.208706, -6.633154, -9.286783], [6.333913, -3.950586, -1.075334], [-4.023116, -1.043716, -10.035283], [-3.708950, 2.576187, 1.510567], [4.871104, -3.145530, -0.529798], [-1.377192, -2.755693, -6.071168], [3.512385, -3.223743, 4.729466], [1.207999, 4.863586, 2.461673], [-1.051603, 3.007426, 0.851133], [-2.630706, -3.014896, -4.859748], [-1.466571, 5.985498, 6.560839], [-1.972786, 2.646716, 2.937154], [-0.353776, 1.560422, -0.687208], [-5.835332, -4.337258, -10.475064], [-5.073450, -6.740392, -10.829687], [0.673735, 4.334773, 7.994962], [2.179055, -0.314570, -3.587573], [-0.545281, 6.440310, 7.983701], [-4.364066, -1.401838, 2.070895], [2.046282, 1.587699, -0.646015], [1.866321, 1.962612, 1.035322], [-1.385461, -5.149935, -6.672838], [-3.161684, 1.130849, 0.605130], [5.845542, -0.210152, 0.695903], [3.319519, -1.286518, 2.532835], [-1.879886, -3.665028, 0.648271], [-1.896227, -1.187323, -7.835706], [2.920822, 6.240705, 1.131079], [-2.525443, -0.090370, -10.014532], [0.920493, 9.106682, 3.177596], [-2.460326, -1.845972, -10.167687], [-3.393529, -0.268931, -7.711816], [-1.298601, 0.375418, 0.260942], [1.917445, -2.384541, 4.664961], [2.892787, 4.565907, 2.904136], [3.797265, 1.151092, 1.557738], [1.825122, 9.839748, 4.494437], [4.028819, 0.792514, -1.417540], [-4.105734, -4.492867, -10.731228], [3.512713, -0.418235, 0.865149]], "forces_ev_per_a": [[0.0, 0.0, -0.1], [0.0, 0.4, -0.3], [0.0, 0.1, 0.2], [1.2, -1.4, 0.4], [5.0, -4.8, 5.1], [-3.6, -2.5, 0.1], [-0.5, 0.2, -0.7], [-2.0, 2.5, -2.4], [-0.6, 0.7, -0.1], [0.2, 0.3, -0.1], [-0.2, 0.1, -0.3], [1.9, 0.3, -0.4], [0.3, 0.4, 0.0], [-2.3, 1.5, -2.5], [0.0, -0.2, -0.2], [-0.3, 0.5, 0.2], [1.3, 1.7, 0.3], [0.1, 0.3, 0.0], [-0.3, 0.4, -0.4], [-0.9, -0.6, 0.4], [-0.1, 0.2, 0.3], [-0.9, -0.3, 0.0], [0.1, 0.8, -0.4], [0.0, -0.3, 0.1], [0.3, 0.5, -0.4], [0.0, -0.9, 1.0], [0.0, 0.1, -0.1], [-0.7, 1.0, -0.5], [-0.1, -0.3, -0.2], [0.2, 0.0, 0.2], [0.0, -0.1, 0.2], [-0.1, 0.1, -0.5], [0.3, 0.0, -0.6], [-0.1, 0.3, 0.1], [0.4, 0.8, -0.5], [0.3, 0.3, 0.8], [-0.4, -0.5, 1.0], [0.1, 0.1, -0.1], [0.0, 0.2, -0.6], [0.4, 0.0, -0.9], [-0.1, -0.1, 0.1], [0.1, -0.9, 0.7], [0.4, 0.0, 0.1], [0.1, 0.3, -0.2], [0.2, -0.1, 0.0], [-0.1, 0.1, -0.3], [0.2, 0.8, -0.4], [0.0, 0.1, 0.5], [-0.3, -0.4, 0.5], [-0.1, 0.0, -0.1], [-0.5, -0.1, 0.4], [1.3, -0.5, 0.3], [0.0, 0.7, 0.1], [0.2, 0.6, -0.1], [-0.1, -0.5, -0.1], [-0.5, -0.5, 0.5], [0.0, -0.2, -0.1], [0.7, -0.3, -0.2], [-0.1, -0.1, -0.2], [0.5, 0.3, 0.2], [0.1, -0.4, 0.5], [0.0, 0.3, -0.5], [-0.1, 0.0, -0.1], [0.1, 0.0, -0.2], [0.1, -0.2, 0.0], [0.0, 0.0, 0.1], [0.0, 0.2, 0.0], [0.0, 0.0, 0.0], [0.0, 0.0, 0.0], [0.1, -0.1, 0.1], [0.0, 0.0, -0.2], [-0.1, 0.0, 0.3], [0.0, 0.0, 0.0], [0.2, -0.1, -0.3], [0.0, 0.1, -0.2], [0.0, 0.0, 0.0], [-0.1, -0.1, -0.2], [0.0, 0.1, 0.0], [-0.2, 0.5, -0.4], [0.2, 0.1, 0.1], [0.0, 0.0, 0.0], [0.0, -0.2, 0.1], [-0.1, 0.0, 0.1], [0.0, 0.0, 0.3], [0.0, 0.0, 0.0], [0.0, 0.2, 0.0], [0.0, 0.0, 0.1], [0.0, 0.1, 0.0], [0.0, -0.2, 0.3], [0.0, 0.0, 0.0], [-0.1, 0.1, 0.0], [0.0, 0.1, 0.0], [0.5, 0.0, 0.5], [-0.2, 0.1, 0.1], [-0.1, -0.2, -0.2], [0.1, -0.1, 0.1], [-0.1, 0.0, -0.1], [0.1, 0.0, -0.1], [0.1, 0.0, 0.0], [0.0, 0.1, 0.0], [0.2, 0.1, -0.4], [-0.1, 0.1, 0.0], [0.0, 0.0, 0.0], [-0.3, -0.2, 0.1], [0.0, 0.0, 0.0], [0.3, 0.1, -0.1], [0.0, 0.0, 0.0], [0.1, -0.1, -0.1], [0.0, -0.1, 0.2], [-0.1, -0.3, -0.2], [0.0, 0.1, 0.1], [0.0, 0.0, 0.0], [0.0, 0.0, 0.0], [0.1, 0.0, 0.1], [0.1, 0.1, 0.0], [-0.1, 0.0, 0.0], [-0.4, -0.1, -0.1], [-0.4, 0.0, 0.0], [0.0, 0.0, 0.0], [0.1, 0.2, -0.1], [0.0, -0.1, 0.0], [-0.2, 0.0, -0.3], [-0.1, -0.2, 0.2], [0.0, -0.1, 0.0], [0.0, 0.0, 0.0], [0.0, 0.0, 0.0], [0.1, 0.0, 0.0], [0.0, 0.0, 0.1], [-0.1, -0.1, 0.1], [0.0, 0.0, -0.4], [0.0, -0.2, 0.1], [0.0, 0.0, 0.1], [-0.1, -0.2, 0.2], [0.1, -0.1, 0.1], [0.3, 0.1, -0.2], [0.1, 0.0, 0.1], [-0.1, -0.1, -0.2]], "mulliken_charge": [-0.120, 0.005, -0.087, 0.129, 1.224, 0.996, -0.709, -0.730, -0.329, -0.537, -0.474, -0.274, -0.383, -0.259, -0.332, -0.190, -0.739, -0.364, -0.752, -0.356, -0.528, -0.846, -0.473, -0.355, -1.686, 0.077, -0.424, 2.856, -0.259, -0.606, -1.055, -0.243, -1.854, -0.238, -0.883, -1.421, -0.550, 0.055, -1.053, 0.301, -1.144, 0.391, 0.907, -0.078, -0.825, -0.852, -0.976, -0.613, -0.620, -1.242, -0.297, -1.672, 1.393, -0.695, -1.337, 0.325, -1.208, 0.749, -0.506, 0.442, 1.925, 0.497, 0.064, 0.337, -0.688, 0.489, 0.225, 0.407, 0.297, 0.392, 0.481, 0.452, 0.355, -0.291, 0.793, 0.175, -0.389, 0.655, 0.527, -0.247, 0.186, 0.087, 0.317, -1.361, 0.364, 0.428, 0.412, 0.393, 0.170, 0.282, 0.327, 0.272, 0.139, 0.434, -0.004, 0.365, 0.330, 0.280, 0.395, 0.300, 0.471, -0.285, 0.095, 0.424, 0.056, 0.603, 0.324, 0.316, 0.843, 0.656, 0.335, 0.364, 0.297, 0.246, 0.348, 0.573, 1.156, 0.213, 0.320, 0.245, 0.399, -0.040, 0.116, 0.237, 0.453, 0.402, 0.252, 0.344, 0.319, -0.268, 0.291, 0.340, 0.651, 0.350, 0.222, 0.312, -0.225], "multiplicity": 1, "lumo_ev": -2.888, "orbital_gap_ev": 8.81, "charge": 1}



{"formula": "C3H5NO", "method": "ωB97M-V/def2-TZVPD", "species": ["O", "N", "C", "C", "C", "H", "H", "H", "H", "H"], "xyz": [[-0.385224, -2.197271, -0.741230], [-0.134784, 0.014095, -1.110918], [0.116532, 0.911289, -0.116677], [0.083051, -0.277671, 0.923262], [-0.343100, -1.033279, -0.332654], [-0.633776, -0.264804, 1.890289], [1.132690, 1.540667, 0.026110], [0.993469, -0.534981, 1.441583], [-0.824564, 1.496825, 0.202465], [-0.004295, 0.345131, -2.182230]], "forces_ev_per_a": [[-1.0, 1.4, 1.6], [0.7, 3.2, -6.3], [0.5, 4.0, 5.9], [-2.3, 0.5, 2.4], [2.1, -5.5, -1.6], [1.0, 0.3, -2.6], [-2.3, -1.3, -1.1], [0.7, -0.5, -0.8], [1.7, 0.2, -0.9], [-0.9, -2.2, 3.3]], "mulliken_charge": [-0.645, -0.136, -0.313, -0.467, 0.376, 0.200, 0.267, 0.222, 0.195, 0.301], "multiplicity": 1, "lumo_ev": 0.823, "orbital_gap_ev": 10.42, "relative_energy_kcal_mol": 49.2, "charge": 0}



| no. | energy (a.u.) | strongest force on any atom (eV/Å) |
| --- | --- | --- |
| 1 | -303.53608 | 2.25 |
| 2 | -11464.41040 | 8.60 |
| 3 | -247.22877 | 7.15 |